No. 1
149
Properties=species:S:1:pos:R:3:lowdin_charge:R:1 method="wB97M-V/def2-TZVPD" spin_multiplicity=1 gap_ev=6.263 total_charge=+1 homo_energy_ev=-11.26 fmax_ev_per_a=1.69 e_tot_ha=-8640.43060
I -3.144 1.067 4.379 1.102
Br -1.425 3.013 1.844 0.825
Br -0.811 -0.042 -1.572 0.870
S -2.760 -2.334 3.535 0.933
F 0.341 0.455 5.440 0.197
F 0.066 -1.414 4.499 0.142
F -1.355 -0.730 5.920 0.102
O -5.130 3.171 -0.602 -0.077
O 6.630 -4.812 3.557 -0.066
O 4.101 6.433 0.146 -0.068
O -1.302 6.019 0.138 -0.094
O -4.356 -5.093 -1.157 -0.066
O -0.972 -0.117 -10.107 -0.059
O 1.367 3.718 5.886 -0.063
O -7.155 -9.239 0.784 -0.053
O 1.649 1.232 -4.842 -0.061
O 2.266 -4.622 2.433 -0.060
O -2.689 -2.353 0.197 0.163
N -0.361 -2.762 0.700 0.229
N -1.788 -1.474 2.379 -0.180
N -1.324 0.283 3.892 -0.379
N -0.450 0.199 1.579 -0.105
C 0.118 0.124 -6.341 -0.055
C 1.022 -1.453 -10.327 -0.063
C -2.560 -5.685 -2.641 -0.054
C -7.433 3.508 -1.241 -0.061
C 0.699 0.646 -11.670 -0.062
C 1.765 -4.927 3.734 -0.503
C -1.011 1.351 0.926 -0.666
C -6.070 5.363 -0.238 -0.057
C -6.797 -7.879 1.021 -0.496
C 6.994 -3.475 3.910 -0.505
C 0.434 -0.050 -10.344 -0.508
C 4.479 6.369 -1.231 -0.500
C 8.394 -3.172 3.401 -0.063
C 3.751 3.667 5.518 -0.063
C 0.912 0.532 2.083 -0.001
C -3.987 -5.168 -2.531 -0.489
C 2.295 -0.937 -5.674 -0.059
C 2.624 4.118 6.436 -0.494
C -6.982 -7.552 2.496 -0.068
C 1.575 0.368 -5.977 -0.494
C 0.488 7.628 0.001 -0.063
C -1.809 2.634 -1.093 -0.144
C -1.161 7.667 1.894 -0.058
C 5.898 5.832 -1.348 -0.065
C -5.363 -7.637 0.577 -0.069
C 2.449 -4.042 4.763 -0.057
C 6.902 -3.301 5.419 -0.063
C -0.568 -0.335 4.939 -0.830
C -1.226 1.398 -0.381 -0.668
C -4.136 -3.794 -3.157 -0.058
C -1.231 -0.340 2.625 -0.415
C 4.356 7.748 -1.860 -0.060
C 2.782 3.535 7.831 -0.061
C 1.983 -6.401 4.037 -0.053
C -0.953 7.378 0.416 -0.489
C -6.051 4.132 -1.130 -0.486
B -1.632 -2.205 1.026 -0.793
H -0.718 5.455 0.657 0.017
H 3.337 8.124 -1.762 0.068
H 7.150 -2.281 5.716 0.081
H 8.446 -3.308 2.321 0.081
H 4.705 7.039 0.592 0.087
H 0.569 -2.071 -11.107 0.083
H -5.162 -3.433 -3.064 0.082
H -0.532 7.015 2.507 0.080
H -1.867 -5.016 -2.121 0.076
H 3.786 5.681 -1.717 0.136
H 2.751 2.442 7.799 0.079
H 3.335 -0.748 -5.407 0.080
H 6.602 6.486 -0.827 0.082
H -5.445 2.923 0.276 0.083
H -1.621 8.004 -0.178 0.139
H 3.529 -4.209 4.762 0.074
H 3.048 -6.644 4.011 0.087
H 5.973 4.847 -0.886 0.077
H 1.208 0.789 -4.109 0.051
H -2.248 -5.767 -3.684 0.082
H 1.668 0.267 1.341 0.111
H -6.737 -6.509 2.704 0.074
H 2.272 -1.611 -6.532 0.077
H 6.205 5.752 -2.391 0.081
H 0.075 -2.232 -0.050 0.055
H 4.723 3.978 5.902 0.082
H 0.265 1.647 -11.669 0.081
H -5.072 -6.598 0.727 0.060
H 0.865 0.537 -9.530 0.127
H 5.893 -3.532 5.767 0.065
H -3.869 -3.810 -4.215 0.083
H 2.102 -1.433 -10.483 0.081
H 0.032 -0.518 -7.219 0.068
H 9.122 -3.856 3.846 0.084
H -6.386 5.101 0.776 0.081
H 2.611 5.207 6.492 0.140
H 1.169 6.974 0.553 0.077
H -3.745 -4.470 -0.745 0.061
H -0.922 8.704 2.132 0.083
H 1.495 -7.022 3.286 0.084
H 0.692 -4.712 3.718 0.122
H 5.012 8.462 -1.355 0.084
H -7.473 -7.266 0.423 0.139
H 3.214 -4.808 2.429 0.091
H -4.666 -5.870 -3.017 0.141
H -6.345 -8.190 3.115 0.079
H 0.235 0.096 -12.493 0.082
H 1.172 -0.008 2.995 0.085
H 2.289 -2.988 4.524 0.061
H -1.160 3.502 -0.980 0.070
H 1.964 3.860 8.476 0.081
H 1.832 -1.445 -4.822 0.076
H 1.769 0.730 -11.866 0.081
H -6.749 6.123 -0.628 0.084
H -0.415 -0.349 -5.510 0.075
H -5.242 -7.881 -0.478 0.079
H -0.388 1.067 -6.548 0.086
H -3.495 -3.069 -2.646 0.067
H -2.784 2.845 -0.619 0.052
H -5.071 5.795 -0.161 0.077
H -8.013 -7.736 2.802 0.079
H -4.673 -8.279 1.135 0.081
H -7.793 3.188 -0.259 0.081
H -7.404 2.622 -1.876 0.080
H 7.256 -5.411 3.981 0.088
H 3.750 2.577 5.413 0.077
H -2.472 -6.666 -2.173 0.080
H 0.625 7.407 -1.059 0.080
H 8.689 -2.149 3.638 0.081
H -5.690 4.403 -2.123 0.141
H 1.590 -6.666 5.019 0.083
H 7.580 -3.986 5.935 0.085
H -1.367 -0.634 -10.818 0.087
H 0.261 -2.701 1.504 0.078
H 4.619 7.724 -2.919 0.083
H 3.726 3.843 8.284 0.083
H 2.077 0.881 -6.798 0.137
H 0.779 8.664 0.182 0.085
H -2.197 7.475 2.180 0.077
H -1.926 -3.324 3.959 -0.059
H -8.152 4.213 -1.660 0.084
H 1.021 1.601 2.281 0.082
H -2.025 2.387 -2.129 0.066
H 6.275 -2.814 3.422 0.133
H 3.621 4.086 4.518 0.077
H 0.817 -1.943 -9.373 0.068
H -6.565 -9.795 1.306 0.086
H 1.357 2.756 5.826 0.057
H 2.069 -4.234 5.768 0.086
H -3.183 -1.522 0.106 0.125

***

No. 2
41
Properties=species:S:1:pos:R:3:lowdin_charge:R:1 method="wB97M-V/def2-TZVPD" relative_energy_ev=0.000 spin_multiplicity=1 gap_ev=5.724 total_charge=+2 homo_energy_ev=-14.39 fmax_ev_per_a=0.55 e_tot_ha=-1708.49166
Sn -0.243 -0.370 0.394 1.213
S 2.188 -1.186 -0.883 0.566
O -0.796 -1.706 -5.609 0.251
O -0.491 1.131 -1.822 0.022
O -1.601 2.751 -4.045 0.242
O -0.929 -1.658 -2.611 0.152
O -1.155 1.112 -6.520 0.257
N 1.017 1.603 0.627 -0.071
N 2.152 -3.524 0.480 -0.070
N -2.505 0.890 0.684 -0.067
N 3.633 -3.339 -1.225 0.129
N -0.476 0.449 2.768 -0.175
N 1.179 -3.039 1.360 -0.003
C -1.207 1.634 -4.126 -0.196
C -0.833 0.746 -2.909 -0.180
C -2.463 1.742 1.895 -0.223
C -0.867 -0.740 -3.368 -0.208
C 0.884 2.342 1.913 -0.187
C -1.110 0.734 -5.399 -0.198
C -1.837 0.984 3.054 -0.178
C 2.670 -2.774 -0.503 -0.809
C 0.649 1.366 3.052 -0.186
C -0.920 -0.746 -4.928 -0.196
H 1.786 2.917 2.121 0.137
H 0.497 1.913 3.985 0.137
H 4.028 -2.823 -1.994 0.113
H 0.366 -3.645 1.314 0.102
H 1.554 -3.074 2.304 0.106
H 3.965 -4.277 -1.064 0.132
H 0.785 2.205 -0.160 0.094
H -1.816 1.624 3.939 0.135
H 1.543 0.750 3.177 0.132
H -1.891 2.634 1.649 0.104
H -0.355 -0.360 3.370 0.116
H 1.988 1.326 0.485 0.073
H 2.486 -4.469 0.610 0.166
H -2.798 1.448 -0.114 0.094
H -3.456 2.078 2.197 0.133
H -2.471 0.127 3.292 0.131
H 0.069 3.053 1.817 0.111
H -3.217 0.171 0.793 0.097

***

No. 3
56
Properties=species:S:1:pos:R:3:lowdin_spin:R:1 method="wB97M-V/def2-TZVPD" spin_multiplicity=4 gap_ev="1.762 / 1.837" total_charge=+3 homo_energy_ev="-16.38 / -16.39" s_squared=3.758 fmax_ev_per_a=9.41 e_tot_ha=-2217.57343
Ti 0.470 -3.293 -1.523 2.011
O -0.963 1.392 3.052 0.000
O 3.806 -2.028 0.651 0.004
O 1.152 -1.710 -3.217 0.014
O -0.856 -1.196 1.458 0.017
O 4.067 2.984 -2.792 -0.001
O 1.056 -2.320 0.947 0.104
O 1.953 2.266 -2.550 0.000
O -0.286 -1.509 -0.624 0.023
O -0.800 -2.607 3.987 0.090
O 3.253 2.389 -0.786 0.000
O -2.795 -0.950 -2.662 0.015
O -2.978 0.609 0.278 0.012
C -2.284 1.849 3.372 0.000
C 4.101 -1.097 -0.369 0.001
C -4.011 1.373 -0.384 0.001
C 2.024 1.782 -0.287 0.000
C 1.063 2.093 -1.417 0.000
C 2.269 -1.038 -3.862 0.000
C -1.927 -2.639 4.886 0.004
C 0.032 -1.572 0.652 0.051
C -1.952 0.001 -3.286 0.001
C 1.659 2.334 1.075 0.000
C 3.124 2.547 -2.057 0.000
Be 0.534 -4.016 2.504 0.525
Be -2.753 -1.651 -0.032 0.117
H 1.984 -0.797 -4.884 0.000
H 2.861 -1.971 0.830 0.001
H -2.371 1.874 4.459 0.000
H -4.450 0.841 -1.235 0.000
H -3.018 1.075 3.114 0.000
H 4.272 -0.108 0.078 0.000
H -3.355 -1.349 -3.340 0.000
H -3.720 2.379 -0.662 0.000
H 2.598 -0.145 -3.342 0.000
H -1.239 -0.391 -4.009 0.000
H -1.453 0.549 -2.480 0.000
H 0.610 3.061 -1.170 0.000
H 1.438 3.403 1.087 0.000
H -4.914 1.388 0.235 0.000
H 2.048 0.692 -0.186 0.000
H -1.006 0.486 2.740 0.000
H -2.552 2.784 2.892 0.000
H 0.217 1.416 -1.481 0.000
H 3.105 -1.730 -3.941 0.000
H -0.957 -1.933 3.308 0.002
H -2.823 -3.208 4.636 0.000
H 0.952 -1.174 -2.429 0.002
H 0.649 1.930 1.232 0.000
H 2.344 2.064 1.869 0.000
H -2.226 1.207 0.326 0.000
H 3.235 -0.949 -1.037 0.001
H 4.993 -1.399 -0.910 0.000
H -2.170 -1.648 5.265 0.002
H -1.518 -3.191 5.735 0.000
H -2.493 0.852 -3.714 0.000

***

No. 4
43
Properties=species:S:1:pos:R:3:lowdin_spin:R:1 method="wB97M-V/def2-TZVPD" relative_energy_ev=0.000 spin_multiplicity=2 gap_ev="7.640 / 7.266" total_charge=+2 homo_energy_ev="-15.51 / -15.53" s_squared=0.751 fmax_ev_per_a=3.81 e_tot_ha=-4251.85803
Yb 0.024 -0.420 -0.747 0.987
I 0.049 -2.315 -3.134 0.000
Cl -0.802 -0.944 5.193 0.000
Cl 1.547 -2.129 3.998 0.000
Cl -1.146 -3.140 3.323 0.000
P 2.649 0.370 0.104 0.000
P -2.595 0.411 0.090 0.002
O 0.324 2.491 1.467 0.000
O 0.037 -1.242 1.371 0.001
O -0.526 0.471 2.756 0.001
O 0.032 0.694 -2.827 0.001
C -0.041 1.465 1.066 0.004
C 3.777 0.363 -1.324 0.001
C -0.162 -1.713 3.747 0.000
C -3.718 0.485 -1.351 0.001
C 0.053 0.129 -5.186 0.000
C -0.225 -0.733 2.512 0.000
C -3.427 1.578 1.233 0.000
C 3.506 1.553 1.208 0.000
C -3.200 -1.153 0.862 0.001
C 0.041 -0.154 -3.732 0.000
C 3.199 -1.194 0.900 0.001
H 3.103 1.481 2.228 0.000
H 0.062 1.216 -5.334 0.000
H -2.936 1.525 2.219 0.000
H -4.278 -1.237 0.664 0.000
H 4.587 1.340 1.220 0.000
H 0.941 -0.307 -5.669 0.000
H -3.761 1.518 -1.723 0.000
H 2.826 -2.047 0.315 0.000
H -2.658 -2.004 0.426 0.000
H 2.781 -1.279 1.913 0.000
H -3.323 -0.167 -2.145 0.000
H -3.000 -1.148 1.942 0.000
H 4.300 -1.207 0.940 0.000
H -4.498 1.327 1.323 0.000
H 3.781 1.355 -1.792 0.000
H -4.712 0.141 -1.034 0.000
H -3.315 2.603 0.846 0.000
H 3.333 2.577 0.849 0.000
H 3.421 -0.370 -2.062 0.000
H 4.784 0.099 -0.977 0.000
H -0.838 -0.291 -5.677 0.000

***

Please write out number 3 again, unchanged.
56
Properties=species:S:1:pos:R:3:lowdin_spin:R:1 method="wB97M-V/def2-TZVPD" spin_multiplicity=4 gap_ev="1.762 / 1.837" total_charge=+3 homo_energy_ev="-16.38 / -16.39" s_squared=3.758 fmax_ev_per_a=9.41 e_tot_ha=-2217.57343
Ti 0.470 -3.293 -1.523 2.011
O -0.963 1.392 3.052 0.000
O 3.806 -2.028 0.651 0.004
O 1.152 -1.710 -3.217 0.014
O -0.856 -1.196 1.458 0.017
O 4.067 2.984 -2.792 -0.001
O 1.056 -2.320 0.947 0.104
O 1.953 2.266 -2.550 0.000
O -0.286 -1.509 -0.624 0.023
O -0.800 -2.607 3.987 0.090
O 3.253 2.389 -0.786 0.000
O -2.795 -0.950 -2.662 0.015
O -2.978 0.609 0.278 0.012
C -2.284 1.849 3.372 0.000
C 4.101 -1.097 -0.369 0.001
C -4.011 1.373 -0.384 0.001
C 2.024 1.782 -0.287 0.000
C 1.063 2.093 -1.417 0.000
C 2.269 -1.038 -3.862 0.000
C -1.927 -2.639 4.886 0.004
C 0.032 -1.572 0.652 0.051
C -1.952 0.001 -3.286 0.001
C 1.659 2.334 1.075 0.000
C 3.124 2.547 -2.057 0.000
Be 0.534 -4.016 2.504 0.525
Be -2.753 -1.651 -0.032 0.117
H 1.984 -0.797 -4.884 0.000
H 2.861 -1.971 0.830 0.001
H -2.371 1.874 4.459 0.000
H -4.450 0.841 -1.235 0.000
H -3.018 1.075 3.114 0.000
H 4.272 -0.108 0.078 0.000
H -3.355 -1.349 -3.340 0.000
H -3.720 2.379 -0.662 0.000
H 2.598 -0.145 -3.342 0.000
H -1.239 -0.391 -4.009 0.000
H -1.453 0.549 -2.480 0.000
H 0.610 3.061 -1.170 0.000
H 1.438 3.403 1.087 0.000
H -4.914 1.388 0.235 0.000
H 2.048 0.692 -0.186 0.000
H -1.006 0.486 2.740 0.000
H -2.552 2.784 2.892 0.000
H 0.217 1.416 -1.481 0.000
H 3.105 -1.730 -3.941 0.000
H -0.957 -1.933 3.308 0.002
H -2.823 -3.208 4.636 0.000
H 0.952 -1.174 -2.429 0.002
H 0.649 1.930 1.232 0.000
H 2.344 2.064 1.869 0.000
H -2.226 1.207 0.326 0.000
H 3.235 -0.949 -1.037 0.001
H 4.993 -1.399 -0.910 0.000
H -2.170 -1.648 5.265 0.002
H -1.518 -3.191 5.735 0.000
H -2.493 0.852 -3.714 0.000